Entry 1:
276
Properties=species:S:1:pos:R:3:forces:R:3:lowdin_charge:R:1 method="wB97M-V/def2-TZVPD" molar_mass_g_mol=1494.18 charge=0 homo_ev=-8.08
C 7.41434 -0.00968 -22.62375 0.1 -0.5 0.1 -0.144
O 7.39598 -1.17969 -21.80872 -0.6 0.3 -0.5 -0.133
H 6.54335 0.62824 -22.44432 0.2 0.2 0.2 0.054
H 8.35905 0.49032 -22.42396 -0.2 0.3 -0.1 0.079
H 7.34644 -0.29031 -23.68053 0.3 0.1 -0.1 0.061
H 6.63340 -1.66761 -22.17009 0.2 -0.4 0.4 0.028
C -1.67517 8.24179 -23.84653 -0.6 -0.4 0.2 -0.154
O -1.74753 7.07571 -23.02253 0.1 0.1 -0.4 -0.137
H -1.94356 9.10302 -23.23352 0.3 0.2 -0.1 0.076
H -0.69257 8.34507 -24.30619 0.1 0.1 0.2 0.066
H -2.39626 8.18649 -24.66406 0.0 0.0 0.0 0.058
H -2.48345 6.52798 -23.33278 0.0 0.0 0.3 0.017
C -5.22985 6.34724 -23.76609 -0.6 -0.8 0.8 -0.135
O -4.19156 5.49825 -23.31095 0.6 0.2 -0.2 -0.195
H -5.90219 5.75192 -24.39185 0.0 0.5 -0.4 0.063
H -5.84548 6.68828 -22.92360 0.1 0.2 0.0 0.077
H -4.83001 7.23216 -24.25317 0.1 -0.2 -0.3 0.082
H -4.54427 4.85342 -22.65538 -0.2 0.2 -0.2 0.025
C 6.67653 4.39894 -27.74033 -0.9 0.4 -1.1 -0.172
O 5.82883 3.87524 -26.74012 0.5 -0.1 0.4 -0.162
H 6.49036 3.82941 -28.65261 0.1 -0.2 0.1 0.080
H 6.36871 5.41588 -28.01045 0.1 0.1 0.2 0.080
H 7.75446 4.41021 -27.56555 0.0 -0.3 0.5 0.061
H 6.06086 4.33988 -25.91088 0.1 0.1 -0.3 0.033
C -2.46072 6.01338 -26.43579 1.0 -1.0 -0.2 -0.167
O -3.41294 6.09898 -27.46096 -0.3 0.8 -0.2 -0.125
H -1.80912 6.88298 -26.35977 -0.7 0.5 -0.1 0.074
H -2.88781 5.75566 -25.46399 -0.1 0.2 0.1 0.055
H -1.70890 5.24832 -26.68245 -0.2 -0.3 0.1 0.062
H -3.84014 5.22863 -27.58441 0.4 -0.1 0.3 0.017
C 9.20022 -7.70429 -22.36637 0.0 0.3 0.7 -0.120
O 8.29491 -6.69480 -22.74865 -0.1 0.0 -0.1 -0.190
C 8.89417 -5.41249 -22.64813 0.4 -0.1 -0.2 -0.233
C 7.87312 -4.36378 -22.96898 -0.9 0.2 0.3 -0.209
N 7.47240 -4.41624 -24.37240 0.1 0.2 -0.2 -0.042
C 6.47680 -3.41923 -24.74051 -0.4 -0.1 0.0 -0.197
C 5.14747 -3.47140 -23.96952 0.2 0.6 -0.2 -0.184
O 5.22507 -2.67306 -22.79988 0.6 -0.1 0.4 -0.236
C 4.04031 -2.62158 -22.06212 -0.9 -0.2 -0.2 -0.098
H 8.71451 -8.67718 -22.38803 -0.1 0.1 -0.3 0.085
H 9.48803 -7.51458 -21.32305 0.2 -0.2 0.0 0.085
H 10.10759 -7.70143 -22.97800 -0.1 -0.1 -0.1 0.088
H 9.73411 -5.35511 -23.35277 0.0 0.1 -0.1 0.126
H 9.32938 -5.25847 -21.65335 -0.2 0.0 0.2 0.123
H 8.20513 -3.36420 -22.68072 0.4 0.0 -0.4 0.115
H 6.99391 -4.49925 -22.32084 0.1 -0.3 0.2 0.121
H 7.09507 -5.33954 -24.55428 0.1 -0.1 -0.1 0.108
H 6.19065 -3.53426 -25.78935 0.2 -0.3 -0.1 0.099
H 6.92588 -2.42483 -24.68517 -0.1 0.1 0.3 0.113
H 4.92093 -4.51957 -23.73907 -0.1 0.0 0.2 0.131
H 4.32607 -3.05795 -24.56741 0.0 -0.1 -0.2 0.119
H 3.21137 -2.30145 -22.70805 0.0 0.1 0.0 0.070
H 4.11534 -1.92433 -21.22919 0.3 0.1 -0.1 0.088
H 3.75715 -3.59855 -21.64977 0.2 -0.1 0.0 0.092
C -7.10901 2.38107 -25.06801 0.2 0.3 0.0 -0.099
O -6.62792 2.49488 -26.39608 -0.3 0.1 0.5 -0.192
C -6.40921 3.85205 -26.73878 0.2 -0.3 -0.9 -0.222
C -5.85594 3.85163 -28.16538 0.4 1.2 0.9 -0.180
N -4.41898 3.54141 -28.11465 -0.9 0.0 0.0 -0.073
C -3.83423 3.53942 -29.45428 0.0 -0.1 0.2 -0.189
C -2.37413 3.12432 -29.45051 -0.8 -0.1 -0.5 -0.213
O -2.30073 1.75029 -29.11619 0.1 0.2 0.3 -0.197
C -1.05693 1.17996 -29.45264 0.2 -0.1 -0.2 -0.104
H -8.01567 2.97553 -24.90921 -0.1 0.0 -0.2 0.090
H -6.36237 2.77977 -24.37057 0.1 -0.2 0.1 0.068
H -7.33022 1.34107 -24.84418 0.1 -0.1 -0.1 0.087
H -5.67390 4.32347 -26.07631 0.1 -0.1 0.1 0.102
H -7.32384 4.45241 -26.68292 -0.2 -0.2 0.0 0.127
H -5.92433 4.88898 -28.51080 -0.2 -0.1 -0.3 0.126
H -6.43712 3.19267 -28.81544 0.0 0.0 0.0 0.127
H -4.38638 2.64691 -27.63586 0.7 -0.2 -0.4 0.081
H -3.90486 4.54832 -29.87027 0.1 0.2 0.3 0.127
H -4.43739 2.93499 -30.14282 0.3 -0.4 0.0 0.125
H -1.80105 3.74444 -28.75424 0.1 0.0 0.1 0.118
H -2.00373 3.30450 -30.46620 0.2 -0.1 0.0 0.128
H -1.03413 0.95378 -30.52405 0.1 0.0 0.0 0.098
H -0.91492 0.25648 -28.89150 -0.2 0.0 0.0 0.067
H -0.21821 1.84243 -29.21534 -0.1 0.1 -0.1 0.085
C -1.76450 -5.16695 -23.27228 -0.1 0.1 0.1 -0.115
O -2.75742 -4.99794 -24.26345 -0.2 -0.3 0.3 -0.220
C -4.07632 -5.25346 -23.76161 0.8 0.5 -1.3 -0.205
C -5.02700 -4.92740 -24.90931 0.1 -0.5 1.5 -0.223
N -5.04531 -3.49023 -25.08540 -0.3 0.2 -1.0 -0.034
C -5.70150 -3.09236 -26.33799 -0.3 -0.1 0.2 -0.206
C -5.58361 -1.59048 -26.53722 -0.8 -0.8 0.4 -0.234
O -4.22634 -1.27816 -26.62055 0.1 0.1 0.1 -0.191
C -3.93956 0.09824 -26.52820 -0.6 0.0 0.2 -0.082
H -1.83129 -6.13135 -22.75371 -0.2 -0.1 -0.1 0.086
H -1.85489 -4.37101 -22.52654 0.3 0.0 0.0 0.073
H -0.79493 -5.14480 -23.76801 0.0 0.2 0.0 0.091
H -4.30097 -4.54477 -22.95931 0.0 -0.3 0.3 0.126
H -4.12835 -6.30311 -23.46433 -0.2 0.0 0.2 0.122
H -5.97686 -5.32008 -24.52434 -0.4 0.4 -0.4 0.120
H -4.77514 -5.51029 -25.79787 0.1 0.0 -0.1 0.098
H -4.09570 -3.13526 -25.14509 0.1 -0.2 0.2 0.095
H -6.75829 -3.36515 -26.25867 -0.1 0.2 0.0 0.121
H -5.33957 -3.62354 -27.22830 0.3 0.0 0.0 0.105
H -6.09101 -1.15323 -25.66579 0.4 0.4 0.1 0.121
H -6.15425 -1.28782 -27.42409 0.2 0.1 -0.1 0.129
H -4.19973 0.52423 -25.55084 0.2 -0.4 0.2 0.084
H -4.58842 0.66273 -27.20767 0.4 0.0 -0.5 0.082
H -2.87255 0.17913 -26.71497 -0.1 0.5 -0.2 0.080
C 5.30804 0.89706 -25.40945 -0.6 0.5 1.1 -0.101
O 4.39572 0.00071 -24.78918 0.2 -0.8 -0.4 -0.195
C 3.19619 0.61167 -24.40293 -0.6 0.9 -0.3 -0.212
C 2.22515 0.81502 -25.59746 0.7 -0.7 0.9 -0.195
N 1.13931 1.71394 -25.26394 0.3 0.2 -0.6 -0.059
C 0.07652 1.61022 -26.25382 -0.7 -0.3 0.8 -0.184
C -1.10761 2.51522 -25.93085 0.1 0.1 -0.3 -0.184
O -1.89339 1.95723 -24.88654 -0.2 -0.2 0.0 -0.233
C -3.02024 2.76533 -24.59339 0.1 0.2 -0.8 -0.085
H 6.24955 0.37922 -25.56881 -0.1 -0.1 -0.2 0.078
H 5.45763 1.69337 -24.66985 0.4 0.2 -0.2 0.067
H 4.91806 1.37975 -26.30613 0.1 -0.2 -0.2 0.072
H 3.40079 1.56442 -23.89285 0.0 0.1 -0.1 0.103
H 2.66852 -0.00426 -23.67215 0.3 -0.3 0.0 0.107
H 1.88796 -0.21885 -25.77693 -0.3 0.0 -0.4 0.108
H 2.78029 1.13373 -26.48193 -0.1 0.2 0.0 0.114
H 0.75973 1.43712 -24.35567 0.2 -0.1 -0.1 0.063
H -0.30469 0.57573 -26.24538 -0.2 -0.1 -0.3 0.103
H 0.40708 1.79525 -27.27534 0.4 0.3 0.2 0.102
H -1.72205 2.62155 -26.83331 -0.1 0.0 0.1 0.099
H -0.79247 3.51683 -25.61447 0.2 0.0 -0.1 0.107
H -3.62565 2.91255 -25.49834 0.1 0.0 -0.1 0.075
H -2.68700 3.75726 -24.28476 -0.2 0.0 0.4 0.068
H -3.67584 2.25886 -23.88652 0.3 0.1 0.4 0.089
C 5.29598 -1.34083 -28.16659 0.1 0.9 0.4 -0.103
O 6.29031 -1.99608 -28.92022 -0.3 -0.4 -0.1 -0.178
C 7.55216 -2.00278 -28.26267 -0.3 0.5 0.1 -0.222
C 8.60618 -2.46532 -29.24217 0.2 -0.4 -0.2 -0.195
N 8.53553 -3.89409 -29.57021 0.1 1.0 -0.4 -0.066
C 8.96598 -4.75561 -28.49751 -0.5 -0.6 0.4 -0.215
C 8.88365 -6.19636 -28.98610 -0.5 -0.2 -0.9 -0.243
O 8.99929 -7.11155 -27.94233 0.4 0.5 1.1 -0.196
C 8.76225 -8.46934 -28.19010 0.4 0.2 -0.1 -0.114
H 5.62971 -0.30951 -28.00185 -0.1 0.1 0.2 0.078
H 5.07517 -1.76462 -27.18121 0.3 -0.3 0.0 0.084
H 4.33871 -1.26050 -28.67776 0.2 -0.4 -0.4 0.068
H 7.49121 -2.63356 -27.37112 0.1 -0.1 0.0 0.097
H 7.77623 -0.98215 -27.92464 0.1 0.1 0.0 0.117
H 9.61594 -2.24984 -28.88659 -0.1 0.0 0.3 0.117
H 8.50502 -1.86779 -30.15116 -0.2 -0.1 -0.1 0.118
H 7.58322 -4.07693 -29.86423 0.0 -0.3 0.1 0.107
H 8.35342 -4.68750 -27.58641 0.0 0.1 0.1 0.110
H 9.98599 -4.48617 -28.21599 0.0 -0.1 -0.1 0.126
H 9.63546 -6.34589 -29.77376 0.1 -0.2 0.1 0.125
H 7.90664 -6.36440 -29.46806 0.0 0.3 -0.1 0.124
H 7.69886 -8.71180 -28.28588 0.0 0.1 -0.1 0.086
H 9.16735 -8.97330 -27.31353 -0.1 -0.2 -0.1 0.087
H 9.30861 -8.80011 -29.08039 -0.1 -0.1 0.0 0.087
C 2.46504 -3.03233 -30.26111 1.3 -0.1 0.0 -0.110
O 1.68466 -3.10015 -29.10147 -0.3 -0.6 -0.1 -0.177
C 0.78228 -2.04434 -28.89286 -0.5 0.4 -0.1 -0.243
C -0.28277 -2.50081 -27.91455 0.6 -0.5 0.5 -0.223
N -1.13704 -3.51001 -28.50088 -0.4 0.8 -0.7 -0.041
C -2.22813 -3.94261 -27.65082 1.1 -1.3 1.0 -0.190
C -3.10311 -5.01822 -28.27003 -0.5 -0.5 0.2 -0.223
O -2.25587 -6.05422 -28.72676 0.8 0.1 -0.5 -0.200
C -2.92217 -7.22038 -29.14330 0.0 0.2 0.6 -0.109
H 2.94468 -3.99791 -30.43969 -0.5 -0.2 0.1 0.090
H 3.35060 -2.40339 -30.09943 -0.3 0.5 -0.2 0.064
H 1.93902 -2.73619 -31.17014 -0.3 0.1 0.1 0.091
H 0.25864 -1.76584 -29.81659 0.3 0.0 -0.2 0.119
H 1.30591 -1.16530 -28.49390 0.0 0.1 0.0 0.115
H -0.85508 -1.64546 -27.54707 -0.2 0.0 -0.2 0.099
H 0.26797 -2.89694 -27.04317 -0.1 0.1 0.2 0.123
H -0.56290 -4.29178 -28.78640 -0.2 -0.1 0.0 0.110
H -2.72708 -3.10506 -27.16634 -0.4 0.1 -0.6 0.101
H -1.80801 -4.51154 -26.80144 0.1 0.2 0.2 0.117
H -3.81066 -4.70173 -29.04716 0.2 0.2 -0.2 0.125
H -3.68376 -5.50256 -27.47593 -0.3 0.5 0.1 0.089
H -2.18317 -7.99480 -29.33893 0.1 0.2 -0.3 0.086
H -3.53781 -7.01299 -30.02099 -0.1 -0.2 0.0 0.088
H -3.52007 -7.61501 -28.31103 -0.4 0.1 -0.2 0.086
C -0.95119 -1.37131 -24.16586 0.6 -0.8 0.0 -0.030
C -0.78772 -0.72212 -22.81073 -0.7 0.6 0.1 -0.401
C 0.12479 -1.47722 -21.85406 -0.3 -0.4 -0.2 -0.183
O -0.51828 -2.64952 -21.38393 -0.5 -0.3 -0.2 -0.197
C 0.13419 -3.23836 -20.29513 0.5 0.4 0.6 -0.112
N -0.28460 0.65436 -22.91432 0.2 -0.3 0.2 0.068
H -1.68388 -0.86167 -24.78883 0.0 0.1 0.0 0.066
H -1.26636 -2.40955 -24.02416 -0.2 0.1 0.0 0.072
H 0.00917 -1.45658 -24.68751 0.0 0.3 -0.1 0.073
H -1.81000 -0.71379 -22.40294 0.1 -0.1 0.4 0.137
H 0.36384 -0.83216 -21.00193 0.2 0.1 0.0 0.111
H 1.03445 -1.77296 -22.39026 0.2 0.2 0.1 0.113
H 1.16323 -3.53449 -20.53099 0.0 0.1 -0.1 0.082
H -0.37045 -4.11804 -19.89802 -0.4 0.0 -0.5 0.089
H 0.16381 -2.52153 -19.46264 0.2 0.0 0.0 0.080
H -0.90842 1.21589 -23.49323 -0.1 -0.2 0.2 0.051
H -0.27606 1.09309 -21.99514 0.0 0.0 -0.2 0.052
C 6.99131 3.74385 -23.12151 1.1 -0.2 0.1 -0.039
C 8.07505 4.28456 -24.05607 0.5 0.1 0.4 -0.404
C 8.69165 3.23738 -24.98577 -0.8 0.4 -0.4 -0.225
O 9.34173 2.21898 -24.28135 0.0 0.3 -0.1 -0.187
C 10.06469 1.36356 -25.14933 -0.1 -0.1 0.9 -0.092
N 7.48544 5.35067 -24.86447 -0.4 0.3 -0.3 0.035
H 6.86529 4.45781 -22.30623 -0.6 0.1 -0.2 0.079
H 7.35326 2.83832 -22.62974 -0.1 -0.1 -0.2 0.056
H 6.09550 3.52046 -23.69738 -0.2 0.2 0.3 0.059
H 8.87789 4.71941 -23.44638 0.1 -0.3 0.1 0.139
H 9.37520 3.73898 -25.68697 0.2 0.0 0.1 0.123
H 7.87635 2.84107 -25.60989 0.0 -0.2 0.0 0.116
H 9.39361 0.82206 -25.82268 0.1 0.1 -0.2 0.084
H 10.53866 0.65308 -24.47224 0.1 -0.1 -0.3 0.092
H 10.83140 1.92220 -25.69248 -0.1 -0.1 -0.2 0.089
H 7.22725 6.12888 -24.26859 -0.2 -0.1 0.0 0.093
H 8.11840 5.73881 -25.55530 0.2 -0.2 0.1 0.084
C -4.58864 1.92777 -20.50250 -0.3 -0.1 -0.2 -0.052
C -5.79947 2.55123 -21.20319 0.7 0.0 0.6 -0.398
C -7.04993 2.38854 -20.35026 0.4 -0.3 0.1 -0.228
O -7.30824 1.02335 -20.08003 -0.4 0.7 -0.2 -0.173
C -8.32934 0.92012 -19.10178 0.1 -0.7 -0.1 -0.107
N -5.50242 3.98531 -21.37105 -0.3 0.5 0.3 0.043
H -4.71334 0.84891 -20.42520 0.1 0.0 0.0 0.088
H -4.50252 2.33817 -19.49235 0.0 0.0 0.0 0.086
H -3.66280 2.14922 -21.03532 0.0 -0.1 -0.1 0.066
H -5.92385 2.09152 -22.18534 -0.1 0.0 0.0 0.122
H -7.90270 2.87981 -20.83589 -0.1 -0.1 0.0 0.128
H -6.85735 2.90403 -19.39853 -0.1 0.1 0.0 0.127
H -8.58947 -0.13665 -19.04247 0.1 0.0 0.2 0.090
H -9.25389 1.44450 -19.36133 0.2 0.3 -0.2 0.088
H -7.95720 1.27021 -18.13529 -0.1 0.0 0.1 0.090
H -6.34867 4.54500 -21.26989 -0.1 -0.1 -0.4 0.091
H -4.95262 4.30908 -20.57746 0.2 -0.2 0.0 0.094
C -1.70088 0.40535 -19.13016 0.3 0.1 -0.6 -0.050
C -0.55934 1.37318 -18.82164 -1.0 0.5 0.2 -0.422
C -0.81007 2.74289 -19.47505 0.9 -0.2 0.3 -0.223
O -0.76390 2.65897 -20.87960 -0.6 0.4 0.2 -0.237
C -1.09982 3.91396 -21.48586 0.6 -0.6 0.3 -0.063
N -0.44047 1.53378 -17.37677 0.7 -0.3 0.2 0.036
H -1.91814 0.46731 -20.19989 -0.1 -0.1 0.0 0.060
H -2.61872 0.66374 -18.60006 0.1 0.1 0.1 0.075
H -1.42755 -0.62371 -18.90201 0.0 0.0 0.1 0.072
H 0.37940 0.97284 -19.20808 0.1 0.0 0.0 0.133
H -0.00839 3.42727 -19.15935 0.0 0.0 0.1 0.119
H -1.73485 3.16932 -19.06047 -0.3 -0.1 -0.4 0.126
H -2.16872 4.09577 -21.35764 0.0 0.2 -0.3 0.078
H -0.77962 3.84208 -22.52392 -0.3 0.1 -0.1 0.088
H -0.51948 4.71171 -21.01361 -0.1 0.1 0.0 0.090
H 0.38469 2.07397 -17.14572 0.0 0.0 0.1 0.070
H -1.23217 1.98042 -16.93343 -0.2 0.0 -0.3 0.070
C 1.32553 6.12812 -24.92093 -0.7 -0.4 0.2 -0.058
C 2.60124 5.30678 -24.72047 -0.6 -0.1 0.2 -0.415
C 2.60219 4.57720 -23.37496 -0.1 -0.1 0.3 -0.209
O 2.53440 5.50189 -22.29898 0.1 0.0 -0.1 -0.168
C 2.64164 4.84007 -21.07223 0.7 0.2 0.9 -0.119
N 2.73288 4.34850 -25.80878 -0.2 0.6 -0.1 0.064
H 1.30135 6.64060 -25.88253 0.4 0.2 0.1 0.077
H 1.09669 6.78429 -24.08018 0.4 0.2 -0.1 0.066
H 0.43531 5.48440 -24.95385 0.2 -0.3 0.0 0.060
H 3.45054 5.99432 -24.70937 0.1 -0.1 -0.1 0.138
H 3.49549 3.93225 -23.33830 0.3 0.4 0.2 0.103
H 1.79616 3.84301 -23.22480 -0.4 0.2 -0.6 0.116
H 2.67422 5.54340 -20.23465 -0.2 0.4 -0.4 0.090
H 3.61678 4.34284 -20.99287 -0.2 -0.5 -0.1 0.076
H 1.81282 4.16095 -20.83741 0.1 -0.3 -0.4 0.074
H 3.66869 3.97596 -25.89732 0.0 -0.2 0.0 0.036
H 2.04082 3.62012 -25.65291 0.3 -0.4 -0.1 0.034
C 6.03166 4.57232 -18.36554 0.4 -0.4 1.1 -0.054
C 6.51372 3.11008 -18.21865 0.1 0.7 -0.7 -0.424
C 6.20960 2.34507 -19.48631 0.0 -0.8 -0.4 -0.216
O 4.80679 2.31819 -19.66177 -0.1 -0.1 0.4 -0.192
C 4.36799 1.39534 -20.61962 -0.1 -0.1 -0.5 -0.111
N 7.96016 3.04421 -17.97724 -0.2 0.0 -0.3 0.033
H 4.95367 4.69078 -18.44978 0.0 -0.1 -0.2 0.066
H 6.55776 5.07810 -19.17634 -0.1 -0.1 -0.2 0.075
H 6.35491 5.05637 -17.43801 -0.2 0.3 -0.1 0.070
H 6.00743 2.60192 -17.39766 -0.1 0.1 0.0 0.141
H 6.61346 1.32545 -19.42962 -0.1 0.0 0.2 0.131
H 6.67442 2.76783 -20.38932 0.1 0.4 0.2 0.110
H 4.74186 0.37521 -20.47287 0.2 0.1 0.3 0.082
H 4.67188 1.68873 -21.63326 -0.1 0.1 0.0 0.071
H 3.27950 1.36618 -20.57252 0.0 0.1 -0.1 0.087
H 8.20090 3.58140 -17.15233 0.0 0.0 0.0 0.067
H 8.40582 3.51828 -18.75832 0.2 -0.1 0.1 0.069


Entry 2:
21
Properties=species:S:1:pos:R:3:forces:R:3:lowdin_charge:R:1 method="wB97M-V/def2-TZVPD" molar_mass_g_mol=104.17 charge=+1 de_lowest_kcal_mol=31.23 smiles=CCC[C@@H]([NH3+])CO homo_ev=-15.00
C -0.66910 -0.03368 -2.82085 0.5 0.2 -0.5 -0.104
C -1.21538 0.77094 -1.64429 1.4 -1.7 0.3 -0.226
C -1.07946 -0.05526 -0.33955 -1.6 -0.2 0.4 -0.178
C 0.32625 -0.31623 0.21774 -1.1 -0.4 0.1 -0.249
N 0.84014 1.06586 0.55183 0.6 -0.1 -0.5 0.226
C 0.37019 -1.08637 1.53372 -0.5 -0.8 1.8 -0.191
O 1.29355 -0.44178 2.41013 0.4 0.4 -0.6 -0.064
H -0.83878 0.51713 -3.74343 0.0 -0.1 -0.1 0.080
H 0.40384 -0.24633 -2.78777 0.0 0.2 0.2 0.073
H -1.16099 -1.00156 -2.90788 -0.2 0.0 0.1 0.085
H -2.26906 0.88724 -1.88277 0.0 0.8 0.5 0.121
H -0.62627 1.69748 -1.48998 -0.9 0.0 -0.6 0.099
H -1.61998 -1.00447 -0.42233 0.4 -0.1 -0.4 0.133
H -1.75539 0.43985 0.39311 0.9 0.0 0.2 0.133
H 0.93635 -0.99233 -0.42455 0.1 1.8 -0.3 0.173
H 0.51275 1.77877 -0.10443 0.3 -0.3 -0.3 0.149
H 1.85891 1.06459 0.63153 -0.1 0.3 0.2 0.180
H 0.43458 1.32413 1.45286 0.3 -0.1 0.2 0.172
H -0.57668 -1.09899 2.09894 -0.2 0.0 -0.7 0.138
H 0.68465 -2.12945 1.37227 -0.2 0.3 -0.2 0.141
H 1.52052 -1.01650 3.13800 0.1 -0.2 0.3 0.109